Entry A
{"formula": "C3H6O3", "method": "wB97M-V/def2-TZVPD", "homo_ha": -0.328, "homo_lumo_gap_ev": 9.899, "e_lumo_ev": 0.97, "total_charge": 0, "symbols": ["H", "H", "C", "O", "H", "O", "C", "H", "C", "O", "H", "H"], "positions_angstrom": [[0.96, -0.83, 1.03], [-1.59, 1.06, 0.22], [-1.26, -1.17, -0.34], [-0.99, -0.80, 0.98], [0.98, 0.10, -1.31], [1.61, -0.27, 0.69], [1.00, 0.57, -0.23], [-2.26, -1.25, -0.66], [-0.88, 0.21, 0.07], [1.30, 1.88, -0.14], [-0.52, -1.65, -0.96], [1.68, 2.16, 0.65]]}

Entry B
{"formula": "C3H6O3", "method": "wB97M-V/def2-TZVPD", "smiles": "O=COCCO", "homo_ha": -0.395, "homo_lumo_gap_ev": 11.616, "e_lumo_ev": 0.87, "total_charge": 0, "symbols": ["O", "C", "H", "H", "H", "H", "H", "O", "H", "C", "O", "C"], "positions_angstrom": [[1.00, 0.51, -0.97], [-0.09, 0.87, 0.19], [1.30, -0.28, 1.23], [-0.27, -1.73, 0.19], [0.19, 1.89, 0.35], [-1.19, 0.82, -0.03], [-0.66, 0.65, -1.96], [-0.10, -1.30, -1.77], [-0.11, 0.24, 2.21], [0.07, -0.11, -1.68], [-0.48, -1.38, 1.07], [0.21, -0.17, 1.25]]}

Least stable: entry A

Entry A
{"formula": "C3H6O3", "method": "wB97M-V/def2-TZVPD", "smiles": "COCOC=O", "homo_ha": -0.366, "homo_lumo_gap_ev": 10.886, "e_lumo_ev": 0.92, "total_charge": 0, "symbols": ["H", "O", "C", "H", "O", "C", "H", "H", "H", "O", "H", "C"], "positions_angstrom": [[-1.82, -0.56, -0.18], [-0.82, -1.50, 1.90], [-0.86, 0.17, 0.09], [0.97, 1.77, -0.30], [-0.60, 0.89, -0.96], [0.79, 1.22, -1.12], [-1.16, 0.73, 1.07], [0.76, 1.82, -1.98], [0.96, -2.33, 1.33], [0.25, -0.80, 0.07], [1.46, 0.28, -1.09], [0.06, -1.70, 1.15]]}

Entry B
{"formula": "C3H6O3", "method": "wB97M-V/def2-TZVPD", "smiles": "O=C(O)CCO", "homo_ha": -0.383, "homo_lumo_gap_ev": 10.678, "e_lumo_ev": 0.26, "total_charge": 0, "symbols": ["O", "C", "H", "H", "O", "C", "O", "H", "H", "C", "H", "H"], "positions_angstrom": [[1.51, 1.27, 0.83], [-1.10, -0.29, -0.74], [-2.99, -0.31, -1.47], [-0.82, -0.40, 1.37], [1.81, -0.77, -0.19], [1.12, -0.03, 0.55], [-2.50, -0.54, -0.64], [-0.83, 1.23, 0.72], [-0.63, -1.17, -1.29], [-0.45, 0.12, 0.48], [2.27, 1.49, 0.21], [-1.05, 0.63, -1.34]]}

Entry C
{"formula": "C3H6O3", "method": "wB97M-V/def2-TZVPD", "smiles": "C=CO.O=CO", "homo_ha": -0.365, "homo_lumo_gap_ev": 10.205, "e_lumo_ev": 0.28, "total_charge": 0, "symbols": ["H", "O", "H", "H", "C", "O", "C", "O", "H", "H", "C", "H"], "positions_angstrom": [[-0.30, -3.18, -2.70], [-1.27, -0.22, -1.80], [0.68, -0.78, -2.48], [-1.63, -0.84, -1.11], [-0.37, -1.18, -2.33], [1.29, 2.07, 2.16], [1.31, 2.46, 3.44], [1.23, 3.58, 3.93], [-1.97, -2.54, -2.41], [1.39, 1.48, 4.02], [-0.89, -2.33, -2.69], [0.53, 1.48, 1.97]]}

Entry D
{"formula": "C3H6O3", "method": "wB97M-V/def2-TZVPD", "smiles": "O=C(CO)CO", "homo_ha": -0.395, "homo_lumo_gap_ev": 11.463, "e_lumo_ev": 0.70, "total_charge": 0, "symbols": ["H", "C", "H", "H", "H", "O", "H", "O", "O", "C", "C", "H"], "positions_angstrom": [[-1.96, 0.48, -1.40], [0.96, -0.57, 0.80], [-0.11, -2.06, 1.33], [-0.19, 1.89, 0.02], [0.64, 1.21, -1.38], [0.78, -1.74, 1.53], [1.81, -0.67, 0.10], [-1.42, 1.28, -1.53], [-1.20, -0.98, -0.11], [-0.25, -0.22, -0.04], [-0.27, 1.11, -0.76], [1.21, 0.28, 1.45]]}

Least stable: entry A

Entry A
{"formula": "C3H6O3", "method": "wB97M-V/def2-TZVPD", "smiles": "CC(=O)OCO", "homo_ha": -0.389, "homo_lumo_gap_ev": 11.463, "e_lumo_ev": 0.88, "total_charge": 0, "symbols": ["H", "O", "H", "O", "C", "H", "H", "C", "H", "O", "H", "C"], "positions_angstrom": [[1.20, -1.49, -1.02], [-1.44, 1.35, -0.86], [-1.59, 1.37, 1.21], [-0.58, -0.43, 0.52], [-1.67, 0.68, 0.36], [2.55, -0.79, -0.08], [-2.64, 0.01, 0.26], [0.65, -0.04, 0.22], [-0.48, 1.58, -1.03], [1.00, 1.12, 0.03], [1.44, -2.20, 0.48], [1.56, -1.16, -0.09]]}

Entry B
{"formula": "C3H6O3", "method": "wB97M-V/def2-TZVPD", "smiles": "C=CO.O=CO", "homo_ha": -0.345, "homo_lumo_gap_ev": 10.329, "e_lumo_ev": 0.93, "total_charge": 0, "symbols": ["C", "C", "H", "H", "H", "H", "H", "O", "O", "O", "C", "H"], "positions_angstrom": [[0.83, 1.90, 0.65], [-1.27, -1.69, 0.01], [1.11, -0.01, -1.08], [-0.43, 1.20, -0.55], [-2.12, -1.35, -0.58], [0.90, 2.58, 1.51], [0.82, -1.60, 0.33], [1.78, 1.26, 0.24], [0.24, -0.40, -1.26], [-0.39, 1.89, 0.15], [-0.04, -1.28, -0.24], [-1.46, -2.39, 0.82]]}

Least stable: entry A

Entry A
{"formula": "C3H6O3", "method": "wB97M-V/def2-TZVPD", "smiles": "O=C[C@H](O)CO", "homo_ha": -0.384, "homo_lumo_gap_ev": 11.278, "e_lumo_ev": 0.82, "total_charge": 0, "symbols": ["H", "C", "H", "O", "H", "O", "H", "H", "C", "H", "O", "C"], "positions_angstrom": [[1.32, 0.00, -1.57], [-1.11, -0.44, 0.25], [-1.38, -0.74, 1.26], [1.74, 1.36, -0.15], [0.94, 0.85, 1.64], [-1.51, 0.91, 0.11], [-1.24, 1.19, -0.78], [0.78, -1.49, 0.52], [1.08, 0.64, 0.56], [-1.63, -1.10, -0.46], [0.63, -0.66, -1.38], [0.40, -0.59, 0.00]]}

Entry B
{"formula": "C3H6O3", "method": "wB97M-V/def2-TZVPD", "smiles": "C=CO.O=CO", "homo_ha": -0.353, "homo_lumo_gap_ev": 10.322, "e_lumo_ev": 0.71, "total_charge": 0, "symbols": ["H", "O", "O", "H", "O", "H", "C", "H", "H", "C", "H", "C"], "positions_angstrom": [[1.45, -1.95, 0.43], [-2.50, 0.09, 0.05], [1.04, 0.78, -1.46], [0.15, 1.05, -1.80], [-0.74, 0.84, 1.25], [2.92, -0.68, 0.07], [-2.12, 0.75, 1.04], [-2.85, 1.24, 1.68], [-0.20, 0.32, 0.56], [1.82, -1.03, 0.05], [0.06, -0.92, -0.97], [0.97, -0.50, -0.90]]}

Entry C
{"formula": "C3H6O3", "method": "wB97M-V/def2-TZVPD", "smiles": "CC=O.O=CO", "homo_ha": -0.373, "homo_lumo_gap_ev": 11.006, "e_lumo_ev": 0.86, "total_charge": 0, "symbols": ["H", "O", "H", "O", "H", "O", "H", "H", "C", "C", "C", "H"], "positions_angstrom": [[-1.25, 0.96, -1.62], [-0.25, -0.61, -0.91], [-0.99, -2.50, 2.29], [-1.50, -0.34, 3.21], [0.73, 1.20, -3.16], [-0.19, -1.96, 2.40], [0.29, 0.02, 2.33], [1.78, 0.39, -2.07], [-0.50, -0.68, 2.63], [-0.28, 0.46, -1.46], [0.92, 1.08, -2.09], [1.25, 1.97, -1.55]]}

Entry D
{"formula": "C3H6O3", "method": "wB97M-V/def2-TZVPD", "smiles": "C=CO.O=CO", "homo_ha": -0.342, "homo_lumo_gap_ev": 10.088, "e_lumo_ev": 0.78, "total_charge": 0, "symbols": ["H", "H", "C", "O", "C", "H", "O", "H", "H", "H", "C", "O"], "positions_angstrom": [[-0.48, -1.79, 1.61], [-1.54, 1.93, -2.15], [-0.35, -0.73, 1.44], [1.81, -0.80, 0.36], [0.84, -0.20, 1.16], [0.91, 0.88, 1.25], [-1.70, 0.33, -0.92], [2.19, -1.56, 0.82], [0.51, 0.11, -1.48], [-1.25, -0.14, 1.54], [-1.10, 1.07, -1.65], [0.19, 0.90, -1.98]]}

Least stable: entry B

Entry A
{"formula": "C5H11NO2", "method": "wB97M-V/def2-TZVPD", "homo_ha": [-0.318, -0.318], "homo_lumo_gap_ev": [8.844, 8.845], "e_lumo_ev": [0.18, 0.18], "total_charge": 0, "symbols": ["H", "H", "H", "C", "N", "H", "C", "C", "H", "C", "O", "H", "H", "H", "C", "H", "H", "O", "H"], "positions_angstrom": [[2.24, -1.24, -0.47], [2.59, 1.16, -1.13], [-2.85, -1.11, -1.35], [-1.96, 0.38, -0.14], [0.59, -0.86, 0.69], [1.18, 1.62, -0.16], [1.64, 0.81, -0.74], [0.43, -0.86, 1.94], [-2.38, 0.06, 0.81], [-1.91, -0.56, -1.28], [-1.59, 1.57, -0.30], [0.98, 0.58, -1.58], [-1.69, -0.03, -2.21], [1.20, -0.55, 2.65], [1.85, -0.42, 0.14], [2.58, -0.19, 0.93], [-0.50, -1.23, 2.35], [-1.30, 2.13, 0.91], [-1.11, -1.28, -1.08]]}

Entry B
{"formula": "C5H11NO2", "method": "wB97M-V/def2-TZVPD", "homo_ha": -0.261, "homo_lumo_gap_ev": 7.857, "e_lumo_ev": 0.75, "total_charge": 0, "symbols": ["O", "H", "O", "C", "N", "H", "H", "C", "H", "C", "H", "H", "H", "H", "H", "H", "H", "C", "C"], "positions_angstrom": [[0.58, 1.55, -0.53], [2.50, 0.35, 2.26], [-0.14, -0.52, 0.28], [1.94, -0.15, 1.48], [-0.49, 2.44, -0.26], [2.43, -0.95, 0.94], [-0.21, 3.33, -0.66], [-0.29, -0.18, -1.15], [0.63, -2.47, 0.19], [-0.22, -1.94, 0.62], [-1.71, -0.15, -2.68], [0.60, -0.40, -1.72], [-2.38, -0.04, -0.95], [-1.16, -2.30, 0.19], [-1.28, 2.12, -0.84], [-0.22, -2.01, 1.70], [0.18, 1.11, 1.62], [0.77, 0.36, 1.11], [-1.54, -0.14, -1.61]]}

Least stable: entry B

Entry A
{"formula": "C5H11NO2", "method": "wB97M-V/def2-TZVPD", "smiles": "CN[C@@H](C=O)CCO", "homo_ha": -0.328, "homo_lumo_gap_ev": 9.728, "e_lumo_ev": 0.81, "total_charge": 0, "symbols": ["H", "H", "H", "H", "C", "C", "O", "C", "H", "H", "H", "H", "C", "N", "C", "H", "O", "H", "H"], "positions_angstrom": [[-2.36, -1.20, -1.55], [-2.11, 0.44, -2.07], [3.15, 0.15, -0.66], [0.52, 1.41, 1.65], [-1.58, -0.50, -1.90], [1.82, -0.11, 0.81], [-2.18, -1.07, 1.10], [-0.66, 0.48, 0.18], [1.20, 1.72, 0.04], [1.65, -1.09, 0.39], [-1.05, -0.06, 2.43], [-1.27, 1.36, -0.02], [-1.31, -0.28, 1.38], [-0.43, -0.30, -1.02], [0.73, 0.97, 0.67], [2.11, -0.18, 1.87], [3.07, 0.34, 0.26], [-0.06, -1.19, -0.71], [-1.24, -0.86, -2.87]]}

Entry B
{"formula": "C5H11NO2", "method": "wB97M-V/def2-TZVPD", "homo_ha": -0.323, "homo_lumo_gap_ev": 4.276, "e_lumo_ev": -4.51, "total_charge": 0, "symbols": ["H", "O", "H", "H", "H", "H", "C", "H", "H", "H", "C", "N", "H", "H", "C", "C", "H", "C", "O"], "positions_angstrom": [[3.32, 0.46, -0.85], [-1.84, -1.50, -1.23], [-0.72, -0.24, 0.51], [3.88, -1.22, -0.47], [-0.41, 2.02, 0.06], [1.77, -1.38, 1.15], [-1.36, 1.62, -0.31], [-1.66, 0.83, 1.58], [-2.13, 2.39, -0.07], [2.27, -0.93, -1.29], [3.00, -0.57, -0.54], [-2.80, -0.39, 0.50], [-3.87, -1.62, -0.78], [-1.40, 1.42, -1.39], [-1.62, 0.40, 0.55], [2.23, -0.43, 0.82], [2.96, -0.16, 1.65], [-2.88, -1.20, -0.54], [1.27, 0.51, 0.64]]}

Entry C
{"formula": "C5H11NO2", "method": "wB97M-V/def2-TZVPD", "smiles": "O=CN1CCCC1.O", "homo_ha": -0.342, "homo_lumo_gap_ev": 9.930, "e_lumo_ev": 0.63, "total_charge": 0, "symbols": ["C", "N", "C", "H", "H", "H", "H", "H", "H", "C", "H", "H", "C", "C", "H", "O", "O", "H", "H"], "positions_angstrom": [[-0.24, -1.73, 0.08], [-0.05, -0.29, 0.11], [-0.38, 0.27, 1.42], [0.59, 2.76, -2.19], [0.45, -1.21, 2.99], [-1.84, -2.39, 1.42], [0.31, 1.49, -0.82], [0.89, 3.88, -1.21], [-1.37, 0.74, 1.45], [-0.44, -0.96, 2.39], [0.44, 0.97, 1.66], [-0.70, -2.13, -0.81], [0.20, 0.43, -1.04], [-0.79, -2.12, 1.43], [-1.22, -0.79, 3.14], [0.38, -0.08, -2.12], [1.17, 3.52, -2.08], [0.73, -2.25, -0.09], [-0.25, -2.99, 1.79]]}

Entry D
{"formula": "C5H11NO2", "method": "wB97M-V/def2-TZVPD", "smiles": "CNC(=O)C[C@@H](C)O", "homo_ha": -0.349, "homo_lumo_gap_ev": 10.186, "e_lumo_ev": 0.68, "total_charge": 0, "symbols": ["H", "N", "O", "C", "H", "H", "H", "H", "H", "O", "H", "C", "H", "C", "C", "H", "H", "H", "C"], "positions_angstrom": [[-2.62, -1.22, -0.57], [-1.82, -0.86, -0.06], [-0.71, -2.53, -1.07], [-2.06, 0.18, 0.92], [-2.82, 0.85, 0.54], [0.54, -0.83, 1.17], [0.82, 0.41, -2.51], [1.63, 1.22, 1.37], [1.90, 2.30, -0.01], [1.49, 0.29, -1.82], [-2.45, -0.24, 1.85], [0.64, -0.90, 0.08], [1.48, -1.54, -0.12], [0.92, 0.48, -0.53], [1.90, 1.26, 0.31], [0.00, 1.05, -0.54], [-1.13, 0.69, 1.18], [2.93, 0.92, 0.21], [-0.66, -1.51, -0.40]]}

Least stable: entry B